(1)
The following is a quantum chemistry calculation of C21H14ClN5OS2 in the gas phase at a distorted geometry, from the Open Molecules 2025 dataset.

Calculated values
* E_tot: -2414.1554 a.u.
* spin multiplicity: 1
* max |F|: 5.42 eV/Å
* structure (SMILES): Cc1cn2c(/C=C3\C(=O)Nc4cc(Cl)ccc43)c(-c3c(C)nc4sccn34)nc2s1
* HOMO: -7.58 eV
* orbital gap: 6.997 eV
* energy relative to the best compared isomer or geometry (same formula, charge and spin): 0.900 eV

Each line ends with the Löwdin charge.
Positions of all 44 atoms, in Å:
O  -0.6435  1.1368  1.9194  0.083
Cl  -6.0830  2.5082  -2.9862  0.599
N  2.8421  -1.2335  1.2712  0.147
N  -1.0473  -3.0894  2.6128  0.128
S  -2.7789  -3.8859  0.5193  1.015
S  5.1338  0.3716  0.8513  1.120
C  -1.3052  0.8360  0.9274  -0.369
C  3.5413  -0.2420  0.7346  -0.581
C  -1.4430  -3.1531  1.2880  -0.578
C  -2.0496  -3.5225  -1.0305  -0.398
C  0.3545  0.3192  -0.9277  0.067
C  1.5596  -1.0635  0.7675  -0.158
C  -0.8895  0.6568  -0.4993  -0.032
C  -0.8887  -2.7254  -0.9059  -0.156
C  3.2829  1.7252  -0.5183  -0.035
C  1.5511  -0.0449  -0.1325  -0.164
C  0.5003  -1.9939  1.1469  -0.137
C  0.1808  -2.3901  2.4092  -0.283
C  4.5465  1.7596  -0.0435  -0.595
C  -3.4541  1.4903  -3.1330  -0.062
C  -2.3264  0.8876  -2.5718  -0.018
C  -4.4274  1.6189  -0.9509  -0.012
C  -4.5488  1.8379  -2.3053  -0.595
C  -2.1414  0.9465  -1.2784  -0.201
C  -3.1185  1.2378  -0.4511  -0.182
N  2.7907  0.4958  -0.1578  -0.035
N  -0.5144  -2.5167  0.3843  -0.031
N  -2.6278  1.2390  0.8537  0.154
C  1.0578  -2.0120  3.5572  -0.042
C  5.3680  2.9309  -0.0887  -0.140
H  -2.5470  -3.9561  -1.9729  0.090
H  0.4195  0.1840  -2.0022  0.112
H  -0.2169  -2.4373  -1.8076  0.153
H  2.6784  2.5012  -1.0501  0.162
H  -3.5358  1.5212  -4.1423  0.067
H  -1.4434  0.5631  -3.0601  0.112
H  -5.2874  1.8999  -0.3183  0.115
H  -3.0863  1.6804  1.6911  0.195
H  2.0714  -2.3192  3.4095  0.055
H  0.6705  -2.6017  4.4521  0.099
H  0.9964  -0.9924  3.8469  0.066
H  5.0494  3.6636  -0.7929  0.072
H  6.3918  2.8496  -0.4768  0.087
H  5.4175  3.3185  0.9617  0.106

(2)
The following is a quantum chemistry calculation of a molecular structure, C21H14F6N5O8PbS3SbSe4 at a distorted geometry, from the Open Molecules 2025 dataset.

Calculated values
* E_tot: -13517.1832 a.u.
* spin multiplicity: 1
* max |F|: 4.77 eV/Å
* HOMO: -2.81 eV
* total charge: -2
* orbital gap: 6.582 eV
* energy relative to the best compared isomer or geometry (same formula, charge and spin): 0.520 eV

Each line ends with the Löwdin charge.
Positions of all 63 atoms, in Å:
Pb  11.8369  10.5395  9.6508  1.060
O  11.4705  8.9128  5.8015  0.105
C  12.0558  9.3500  6.7374  -0.674
O  11.6654  9.1908  7.9501  -0.314
C  13.3603  9.9823  6.6463  -0.178
C  14.1480  9.7205  5.4847  0.037
C  15.5057  10.1202  5.4131  -0.060
C  16.0285  10.8091  6.4661  -0.051
C  15.1371  11.1807  7.5251  -0.260
N  13.8722  10.7680  7.6100  0.132
C  15.6664  12.1426  8.4637  -0.497
O  15.8764  11.7344  9.7440  0.081
O  15.9199  13.2667  8.1062  0.115
H  13.0093  6.7418  8.7753  -0.260
H  13.6554  9.2777  4.6750  0.091
H  16.0249  10.0080  4.4501  0.111
H  17.1201  11.1305  6.5133  0.148
H  15.6727  10.8329  9.9537  -0.025
F  5.8756  12.5868  11.9984  0.138
C  5.3863  12.3093  10.8133  -0.625
F  4.0502  12.1160  10.9159  0.095
F  5.6081  13.3751  9.9750  0.104
S  6.0723  10.6582  10.2112  0.594
O  5.4451  9.6647  11.0531  -0.305
O  7.4993  10.8201  10.2849  -0.277
N  5.3616  10.7424  8.7960  -0.303
S  5.9640  10.2850  7.3914  0.568
O  5.1660  10.6448  6.2686  -0.285
O  7.3504  10.6532  7.2581  -0.287
C  5.8286  8.4442  7.3997  -0.693
F  6.3959  7.8883  8.4416  0.153
F  4.5370  8.0939  7.3728  0.118
F  6.3644  7.9276  6.2874  0.130
N  8.2602  9.8237  13.1793  0.139
C  8.0315  11.0554  13.7767  -0.298
C  6.7494  11.3167  14.2345  -0.025
C  6.4115  12.6460  14.6103  -0.108
C  7.3715  13.6426  14.5648  -0.097
C  8.6763  13.3140  14.1018  -0.083
C  8.9862  12.0094  13.7520  -0.456
S  10.6412  11.5667  13.2151  0.939
N  10.2516  10.3757  12.0390  -0.336
C  9.2171  9.6690  12.1343  -0.353
C  8.9835  8.5455  11.1502  -0.190
C  7.9877  7.5581  11.3600  -0.027
C  8.0215  6.4376  10.6088  -0.087
C  8.9643  6.3453  9.5979  -0.046
C  9.8330  7.4116  9.3948  -0.105
N  9.8822  8.5405  10.1527  0.104
H  7.4728  9.2560  13.1433  0.080
H  5.8840  10.6479  14.0360  0.128
H  5.3790  12.8856  14.8597  0.101
H  7.1412  14.6747  14.7370  0.086
H  9.4604  14.0440  13.9756  0.095
H  7.2630  7.5787  12.1737  0.113
H  7.3340  5.6318  10.8048  0.110
H  9.0199  5.4747  8.9276  0.117
H  10.5161  7.3703  8.5763  0.080
Se  16.5603  8.4177  8.9455  -0.105
Sb  15.0324  7.6977  10.7542  -0.258
Se  13.4344  9.4714  11.6498  -0.132
Se  13.3720  5.9706  9.9614  0.200
Se  16.0256  6.4439  12.5389  -0.271

(3)
The following is a quantum chemistry calculation of a molecular structure, C21H15BBr2F4N4O6Ti, from the Open Molecules 2025 dataset.

Calculated values
* E_tot: -7901.9577 a.u.
* spin multiplicity: 2
* max |F|: 0.39 eV/Å
* HOMO (spin up / spin down): -4.61 / -4.78 eV
* total charge: -1
* orbital gap (spin up / spin down): 6.876 / 7.061 eV
* energy relative to the best compared isomer or geometry (same formula, charge and spin): 1.867 eV

Each line ends with the Mulliken spin population.
Positions of all 54 atoms, in Å:
Ti  0.3233  -0.1289  0.2549  0.043
O  -1.3667  -0.5808  -0.4291  0.005
C  -1.9545  -1.3669  -1.2934  0.000
C  -3.2772  -1.1031  -1.6781  0.000
C  -3.9164  -1.9076  -2.5939  0.000
C  -3.2616  -3.0053  -3.1576  0.000
C  -1.9617  -3.2739  -2.7851  0.000
C  -1.2930  -2.4727  -1.8564  -0.003
C  0.0781  -2.7437  -1.4601  0.006
N  0.8105  -2.0333  -0.6111  0.005
C  2.0534  -2.6314  -0.5302  -0.002
C  2.0674  -3.7195  -1.3317  0.002
N  0.8141  -3.7833  -1.9051  -0.001
H  -3.7562  -0.2362  -1.2424  0.000
H  -4.9346  -1.6809  -2.8852  0.000
H  -3.7626  -3.6322  -3.8829  0.000
H  -1.4559  -4.1204  -3.2366  0.000
H  2.8305  -2.2118  0.0852  0.000
H  2.8377  -4.4345  -1.5542  0.000
H  0.5051  -4.4597  -2.5777  0.000
O  -0.8126  -1.7238  6.1179  -0.001
C  -0.5623  -1.4464  4.8012  -0.001
C  0.4446  -1.9893  4.1083  -0.020
C  0.6636  -1.6202  2.6860  0.044
N  -0.3190  -0.7282  2.0901  0.028
C  -1.2950  -0.2415  2.8854  -0.001
Br  -2.5216  0.9767  2.1048  0.000
C  -1.4826  -0.5313  4.1937  0.003
H  -0.1156  -2.3070  6.4354  0.000
H  1.1275  -2.7099  4.5409  0.004
H  0.7781  -2.5177  2.0622  0.012
H  -2.2845  -0.0936  4.7636  0.001
O  3.0348  -1.5383  2.7645  0.410
N  1.9849  -0.9219  2.4822  0.431
O  1.9385  -0.3070  1.2568  0.023
F  1.9549  0.3271  -1.1218  0.002
B  1.5222  0.3792  -2.5399  0.006
F  0.1251  0.3549  -2.4350  0.000
F  2.0145  -0.7493  -3.1681  0.000
F  1.9839  1.5489  -3.0953  0.000
Br  -2.0431  5.5718  0.3394  0.000
C  -0.2428  5.2580  -0.1728  0.000
C  0.5665  6.3731  -0.3261  0.000
C  1.8989  6.2132  -0.6734  0.000
C  2.4229  4.9420  -0.8480  0.000
C  1.6121  3.8335  -0.6740  0.000
C  0.2640  3.9745  -0.3483  0.000
C  -0.5722  2.7240  -0.2683  0.000
O  -1.7058  2.6690  -0.6649  0.000
O  0.0951  1.7136  0.2708  0.001
H  0.1491  7.3582  -0.1703  0.000
H  2.5256  7.0870  -0.8018  0.000
H  3.4620  4.8104  -1.1197  0.000
H  2.0089  2.8366  -0.8049  0.000

(4)
The following is a quantum chemistry calculation of a molecular structure, C21H15Br2N4NiO at a distorted geometry, from the Open Molecules 2025 dataset.

Calculated values
* E_tot: -7759.5585 a.u.
* spin multiplicity: 3
* max |F|: 4.23 eV/Å
* HOMO (spin up / spin down): -11.08 / -10.80 eV
* total charge: +1
* orbital gap (spin up / spin down): 7.255 / 5.090 eV
* energy relative to the best compared isomer or geometry (same formula, charge and spin): 1.806 eV

Each line ends with the Mulliken spin population.
Positions of all 44 atoms, in Å:
Ni  13.0797  5.7753  7.6823  0.957
Br  13.2497  10.9820  8.7308  0.047
C  12.9323  9.5497  9.9008  0.210
C  13.1289  9.6486  11.3009  -0.117
C  12.6804  8.6254  12.1336  0.272
Br  12.4583  8.9551  14.0378  0.035
C  12.5833  7.3358  11.5641  -0.007
C  12.7094  6.0853  12.2740  0.053
C  12.6587  4.8741  11.6350  -0.024
C  12.4934  4.8717  10.2459  0.032
N  12.5018  5.9784  9.5148  0.007
C  12.4633  7.2095  10.1274  0.095
C  12.3018  8.4012  9.3080  0.097
O  11.7508  8.4534  8.1298  0.321
H  13.6673  10.5503  11.6743  0.002
H  12.9947  6.2402  13.3322  0.001
H  12.6823  3.8940  12.1267  -0.001
H  12.4643  3.9168  9.7051  -0.001
N  19.6280  5.8944  4.6903  0.003
C  18.6721  5.9103  5.3653  -0.001
C  17.4421  5.8947  6.1290  0.005
C  16.6071  4.8104  5.9592  -0.005
C  15.3707  4.7972  6.6284  0.009
N  14.9099  5.8478  7.3368  -0.016
C  15.7727  6.9413  7.5279  0.011
C  17.0367  6.9795  6.9846  0.000
H  16.9302  3.9247  5.4419  0.000
H  14.6618  3.9706  6.5132  0.001
H  15.4292  7.7420  8.2117  0.000
H  17.5967  7.8862  7.0821  0.000
N  11.7547  6.1438  6.3273  0.015
C  10.4572  5.6138  6.7216  -0.009
C  9.6000  6.5032  7.3901  0.001
C  8.3116  6.0782  7.6904  0.001
C  7.8082  4.8967  7.1914  -0.002
C  8.6292  4.0663  6.4681  0.000
C  9.9959  4.3486  6.3366  0.004
H  11.9740  5.9125  5.3615  0.001
H  11.7237  7.1467  6.3928  0.005
H  10.0020  7.4264  7.7419  -0.003
H  7.6929  6.6663  8.3184  0.000
H  6.7257  4.6478  7.2261  0.000
H  8.3023  3.1351  5.9534  0.000
H  10.6216  3.5763  5.9079  0.000